Entry 1:
{
  "formula": "C4H11NO2",
  "method": "ωB97M-V/def2-TZVPD",
  "charge": 0,
  "homo_lumo_gap_ev": 9.8,
  "lumo_energy_ev": 0.7,
  "e_homo_ev": -9.08,
  "fmax_ha_per_bohr": 0.05526,
  "smiles": "CC(=O)N(C)C.O",
  "elements": ["C", "C", "O", "N", "C", "C", "H", "H", "H", "H", "H", "H", "H", "H", "H", "O", "H", "H"],
  "positions_angstrom": [[1.6436, 1.0441, 1.5513], [1.3355, -0.3581, 0.9615], [1.0070, -1.3025, 1.6552], [1.1267, -0.3694, -0.3859], [0.6582, -1.6836, -0.9140], [1.3066, 0.7189, -1.3259], [0.7335, 1.6620, 1.5963], [1.9274, 0.8083, 2.5700], [2.3720, 1.4840, 0.9020], [1.2466, -2.4473, -0.4236], [0.9195, -1.7103, -1.9806], [-0.3898, -1.8096, -0.6541], [2.3353, 0.7185, -1.7135], [0.6508, 0.5913, -2.1821], [1.2245, 1.6909, -0.8500], [-5.6431, 1.4415, -0.9044], [-6.4028, 0.8478, -0.8364], [-5.5114, 1.3942, -1.8611]],
  "lowdin_charge": [0.003, -0.515, 0.035, -0.162, -0.028, -0.065, 0.094, 0.078, 0.055, 0.078, 0.086, 0.092, 0.091, 0.086, 0.073, -0.066, 0.034, 0.033]
}


Entry 2:
{
  "formula": "C4H11NO2",
  "method": "ωB97M-V/def2-TZVPD",
  "charge": 0,
  "homo_lumo_gap_ev": 10.2,
  "lumo_energy_ev": 0.9,
  "e_homo_ev": -9.29,
  "fmax_ha_per_bohr": 0.03538,
  "smiles": "CN(C)CC=O.O",
  "elements": ["C", "N", "C", "C", "C", "O", "H", "H", "H", "H", "H", "H", "H", "H", "H", "O", "H", "H"],
  "positions_angstrom": [[1.2480, -0.1157, 0.2723], [0.1725, 0.8672, 0.1700], [0.2320, 1.7569, 1.3352], [-1.1550, 0.2358, 0.1096], [-1.5972, 0.3182, -1.3507], [-1.4524, -0.6622, -2.0443], [1.1806, -0.8249, 1.1032], [1.1725, -0.7770, -0.6048], [2.1713, 0.4379, 0.1399], [1.1753, 2.3109, 1.2765], [0.2026, 1.2797, 2.3159], [-0.5316, 2.5374, 1.3537], [-1.8355, 0.6855, 0.8381], [-1.2334, -0.8273, 0.3346], [-2.0320, 1.2253, -1.8042], [1.1295, -2.9516, -1.0212], [0.4610, -3.3982, -1.5737], [0.6917, -2.0978, -0.8505]],
  "lowdin_charge": [-0.088, -0.245, -0.117, -0.177, -0.219, 0.039, 0.104, 0.055, 0.097, 0.083, 0.085, 0.083, 0.114, 0.118, 0.122, -0.077, 0.052, -0.029]
}


Entry 3:
{
  "formula": "C4H11NO2",
  "method": "ωB97M-V/def2-TZVPD",
  "charge": 0,
  "homo_lumo_gap_ev": 8.2,
  "lumo_energy_ev": 0.3,
  "e_homo_ev": -7.88,
  "fmax_ha_per_bohr": 0.03754,
  "smiles": "C=CC(=C)N.O.O",
  "elements": ["C", "C", "C", "C", "N", "H", "H", "H", "H", "H", "H", "H", "O", "H", "H", "O", "H", "H"],
  "positions_angstrom": [[1.0036, -0.3681, -2.0138], [0.1450, 0.5880, -1.6765], [0.1642, 1.1717, -0.2694], [1.2072, 1.9428, 0.0704], [-0.9411, 0.8884, 0.5143], [0.8292, -0.8612, -2.9746], [1.7000, -0.7626, -1.2370], [-0.5359, 1.1086, -2.3300], [2.1216, 1.9388, -0.5026], [1.4532, 2.4736, 0.9731], [-1.6240, 0.2306, 0.1969], [-0.7349, 1.0185, 1.4866], [0.9192, -0.5598, 2.6746], [0.1441, -0.8275, 3.1667], [0.7890, -0.7062, 1.7275], [-1.8208, -2.1953, 0.0203], [-2.6311, -2.2804, -0.5155], [-2.1885, -2.8000, 0.6890]],
  "lowdin_charge": [0.005, -0.145, -0.454, 0.012, 0.099, 0.056, 0.082, 0.098, 0.048, 0.045, 0.061, 0.078, -0.059, 0.029, 0.021, -0.070, 0.049, 0.046]
}


Entry 4:
{
  "formula": "C4H11NO2",
  "method": "ωB97M-V/def2-TZVPD",
  "charge": 0,
  "homo_lumo_gap_ev": 9.7,
  "lumo_energy_ev": 0.8,
  "e_homo_ev": -8.98,
  "fmax_ha_per_bohr": 0.09027,
  "smiles": "C[C@H](CO)NCO",
  "elements": ["C", "C", "C", "O", "N", "C", "O", "H", "H", "H", "H", "H", "H", "H", "H", "H", "H", "H"],
  "positions_angstrom": [[1.2275, 1.3686, -1.0333], [0.4215, 0.4237, -0.1224], [1.3844, -0.0251, 1.0410], [1.1156, 0.7785, 2.1440], [-0.1178, -0.8280, -0.8328], [-1.3963, -1.2441, -0.2935], [-2.4221, -0.5103, -0.9567], [0.6823, 2.0144, -1.6058], [1.4184, 2.0577, -0.1534], [2.1497, 0.9431, -1.4539], [-0.3385, 1.0159, 0.3723], [2.5023, 0.2728, 0.9468], [1.1950, -1.1180, 1.1478], [0.1769, 0.4475, 2.4662], [-0.1456, -0.7606, -1.8355], [-1.4478, -2.2605, -0.3744], [-1.7320, -0.9283, 0.7884], [-3.0061, -1.1722, -1.5182]],
  "lowdin_charge": [-0.051, -0.347, -0.275, -0.116, -0.013, -0.314, -0.113, 0.033, 0.099, 0.090, 0.123, 0.147, 0.115, 0.147, 0.102, 0.075, 0.156, 0.142]
}